The following is a quantum chemistry calculation of a 2-piece molecular cluster, C4H12 overall at a distorted geometry, from the OMol25 dataset.

Last column: Löwdin charge in e.
Element x y z (Å)
C1 0.4082 -1.9643 0.0600  -0.16
C2 0.4101 -2.2013 -1.4553  -0.18
C3 -0.0615 1.9616 0.0583  -0.17
C4 -0.7350 2.1799 1.4431  -0.16
H1 1.3626 -2.1848 0.5244  0.06
H2 -0.9658 3.2509 1.4736  0.06
H3 1.3967 -1.8299 -1.7700  0.06
H4 -0.3130 -1.5899 -2.0125  0.06
H5 -0.9258 1.8473 -0.5952  0.06
H6 -0.3309 -2.7068 0.4387  0.07
H7 0.4630 1.0097 0.0374  0.03
H8 -1.5216 1.4334 1.4813  0.06
H9 -0.0002 2.2076 2.2686  0.06
H10 0.2577 -3.1720 -1.9186  0.05
H11 -0.0571 -0.9995 0.2102  0.03
H12 0.6125 2.7581 -0.2440  0.06

Its energy relative to the best compared isomer or geometry (same formula, charge and spin) is 72.7 kJ/mol. As for the structure (SMILES): CC.CC. Its strongest force on any atom is 3.17 eV/Å. For the energy, the calculation gives -4341.775 eV.